Record 1
A molecular structure, C49H38BiN6O4PS at a distorted geometry, computed with ωB97M-V with the def2-TZVPD basis set.

* DFT total energy: -94520.7215 eV
* orbital gap: 7.34 eV
* highest occupied orbital energy: -7.71 eV
* LUMO level: -0.4 eV
* relative energy (zero: lowest compared OMol25 entry of this formula, charge and spin): 0.0 kcal per mole

Last column: Mulliken charge in e.
CARTESIAN COORDINATES (ANGSTROEM)
Bi (0.4229, 0.0140, -0.2112)  1.55
C (2.3322, 3.3146, -0.1270)  -0.77
O (0.9498, 3.1790, -0.6315)  -0.15
C (0.0815, 3.6850, 0.2768)  -0.52
C (-0.7356, 4.6553, -0.1392)  0.39
C (-1.7656, 5.1069, 0.6849)  -0.44
C (-1.8759, 4.6378, 1.9617)  -0.96
C (-1.1001, 3.5641, 2.3977)  -0.65
C (-0.1052, 3.0440, 1.5380)  0.33
N (0.5999, 1.7740, 1.7549)  1.16
N (0.9699, 1.6945, 2.9593)  -1.15
C (1.1950, 0.4470, 3.4854)  -0.40
C (0.5179, -0.6666, 3.0418)  0.77
O (-0.0092, -0.8633, 1.8669)  -0.16
C (0.3360, -1.7085, 4.0541)  -1.09
C (0.8738, -1.5733, 5.2825)  -0.64
C (1.6786, -0.5001, 5.7076)  0.59
C (2.2759, -0.4231, 7.0024)  -0.80
C (3.3134, 0.4473, 7.2604)  -0.56
C (3.5830, 1.4471, 6.2878)  -0.52
C (2.9292, 1.4633, 5.0683)  -0.49
C (1.9598, 0.4738, 4.7493)  0.69
H (2.4840, 3.0902, 0.9530)  0.19
H (2.8980, 2.5709, -0.7943)  0.21
H (2.6270, 4.3491, -0.3351)  0.33
H (-0.5650, 5.1193, -1.1161)  0.38
H (-2.5152, 5.8269, 0.3536)  0.38
H (-2.5916, 4.9613, 2.6466)  0.45
H (-1.1648, 3.1575, 3.3848)  0.53
H (-0.2299, -2.5885, 3.8590)  0.53
H (0.8731, -2.3969, 6.0229)  0.22
H (1.9860, -1.1774, 7.7586)  0.34
H (3.9829, 0.2528, 8.1580)  0.31
H (4.3245, 2.2422, 6.3205)  0.37
H (3.1089, 2.2686, 4.3727)  0.44
N (2.8097, -5.4971, 4.5630)  -0.57
C (2.5350, -4.8515, 3.3444)  0.82
C (1.5569, -5.4768, 2.5259)  -0.91
C (1.3348, -4.9181, 1.2738)  -0.51
C (1.9445, -3.6932, 0.9890)  -0.47
C (2.8687, -3.0944, 1.7696)  0.02
C (3.1618, -3.6829, 2.9866)  -0.76
S (1.7421, -2.9636, -0.6200)  1.28
O (2.6612, -1.8064, -0.6276)  -0.78
O (2.0099, -3.9920, -1.6213)  -0.77
N (0.2463, -2.2491, -0.7395)  -0.13
C (-0.9001, -2.9535, -0.8430)  0.07
N (-1.9472, -2.2402, -1.2341)  0.34
C (-3.1004, -2.8461, -1.4775)  -0.27
C (-3.2427, -4.2146, -1.3277)  -1.02
C (-2.1629, -4.8682, -0.7745)  -0.42
N (-1.0218, -4.2534, -0.5230)  -0.28
H (2.2472, -6.3364, 4.6354)  0.20
H (2.8769, -4.9747, 5.4275)  0.22
H (0.9607, -6.3656, 2.7390)  0.28
H (0.6514, -5.4057, 0.6071)  0.54
H (3.3249, -2.1876, 1.4346)  0.63
H (3.9440, -3.2282, 3.6116)  0.40
H (-3.8840, -2.2434, -1.8811)  0.54
H (-4.1750, -4.7996, -1.5632)  0.33
H (-2.2320, -5.8640, -0.6056)  0.58
C (2.9181, 2.7340, -5.5366)  -0.67
C (2.1118, 3.4258, -4.6717)  -0.73
C (1.0397, 2.8615, -4.0282)  -0.36
C (0.7169, 1.5215, -4.3581)  0.44
C (1.4248, 0.8994, -5.3773)  -0.59
C (2.5247, 1.4579, -5.9787)  -0.65
P (-0.3529, 0.7129, -3.0708)  1.63
C (-1.1202, -0.6476, -4.0415)  0.60
C (-2.5138, -0.5440, -4.2123)  -0.36
C (-3.1571, -1.4656, -5.0046)  -0.83
C (-2.4857, -2.6317, -5.3411)  -0.50
C (-1.1666, -2.7932, -5.0549)  -0.81
C (-0.4686, -1.7925, -4.4495)  -0.18
C (-1.6230, 1.9101, -2.5600)  0.21
C (-2.0728, 2.8709, -3.4489)  0.29
C (-3.0329, 3.7784, -3.0465)  -1.47
C (-3.6364, 3.6657, -1.8776)  -0.65
C (-3.2901, 2.6451, -0.9699)  1.50
C (-4.0006, 2.5184, 0.2459)  -0.78
C (-3.6677, 1.5471, 1.1297)  -1.17
C (-2.4871, 0.7853, 0.8805)  0.33
C (-1.7891, 0.8984, -0.2560)  0.54
C (-2.2023, 1.8312, -1.2775)  -1.66
H (3.8462, 3.2020, -5.8202)  0.39
H (2.3470, 4.4527, -4.3730)  0.35
H (0.4818, 3.3216, -3.1812)  0.05
H (1.2336, -0.1344, -5.5510)  0.28
H (3.0239, 0.7697, -6.6561)  0.42
H (-2.9820, 0.4045, -3.9437)  0.25
H (-4.1971, -1.3099, -5.2066)  0.43
H (-2.9058, -3.5218, -5.7789)  0.37
H (-0.6546, -3.7490, -5.2828)  0.37
H (0.5549, -1.9740, -4.1373)  0.36
H (-1.5231, 2.9301, -4.4241)  0.43
H (-3.1990, 4.5399, -3.7416)  0.46
H (-4.3968, 4.3191, -1.5200)  0.46
H (-4.7669, 3.2157, 0.3367)  0.55
H (-4.2986, 1.4351, 2.0040)  0.39
H (-2.0878, 0.0273, 1.6576)  0.07



Record 2
A molecular structure, C36H59N6O4S2SiTi at a distorted geometry, computed with ωB97M-V with the def2-TZVPD basis set.

* DFT total energy: -108067.5254 eV
* orbital gap: 5.75 eV
* net charge: +3
* highest occupied orbital energy: -15.33 eV
* LUMO level: -9.6 eV
* relative energy (zero: lowest compared OMol25 entry of this formula, charge and spin): 19.1 kcal per mole

Last column: Mulliken charge in e.
CARTESIAN COORDINATES (ANGSTROEM)
Ti (1.4876, -0.4307, 0.0482)  1.45
C (-1.9393, 2.7997, -2.1343)  -1.45
C (-2.7440, 1.5413, -1.8179)  1.26
C (-3.3111, 0.9564, -3.1053)  -1.22
C (-3.8694, 1.8856, -0.8520)  -1.31
O (-1.8398, 0.5760, -1.1965)  1.39
Si (-2.2667, -0.7222, -0.3242)  -2.29
S (-0.3151, -1.7539, -0.1136)  -0.68
O (-3.1676, -1.8303, -0.9718)  1.08
C (-4.2752, -2.6697, -1.4283)  1.64
C (-5.5551, -1.8489, -1.3763)  -1.13
C (-3.9545, -3.1008, -2.8573)  -1.52
C (-4.3482, -3.8969, -0.5246)  -1.74
O (-2.4183, -0.1363, 1.1952)  0.15
C (-3.1085, -0.5694, 2.4035)  1.54
C (-2.9891, -2.0805, 2.5271)  -0.89
C (-4.5662, -0.1367, 2.3137)  -1.44
C (-2.4149, 0.1280, 3.5742)  -1.72
H (-2.5436, 3.4459, -2.7639)  0.61
H (-1.0289, 2.5537, -2.6761)  0.02
H (-1.6903, 3.3510, -1.2308)  0.38
H (-4.0918, 1.6078, -3.4852)  0.51
H (-3.7332, -0.0229, -2.9180)  -0.07
H (-2.5451, 0.8651, -3.8692)  0.33
H (-4.5017, 2.6563, -1.2822)  0.63
H (-3.4718, 2.2539, 0.0913)  0.15
H (-4.4799, 1.0115, -0.6471)  0.21
H (-5.5084, -1.0090, -2.0645)  0.25
H (-5.7331, -1.4718, -0.3724)  0.12
H (-6.3967, -2.4743, -1.6585)  0.55
H (-3.7778, -2.2428, -3.5005)  0.25
H (-4.7962, -3.6560, -3.2618)  0.56
H (-3.0824, -3.7489, -2.8752)  0.36
H (-4.8168, -3.6701, 0.4294)  0.36
H (-3.3493, -4.2924, -0.3547)  0.33
H (-4.9398, -4.6687, -1.0094)  0.52
H (-3.4834, -2.5561, 1.6873)  -0.12
H (-3.4591, -2.4175, 3.4450)  0.59
H (-1.9417, -2.3787, 2.5302)  0.01
H (-5.0449, -0.5996, 1.4558)  0.09
H (-4.6474, 0.9426, 2.2184)  0.30
H (-5.0940, -0.4415, 3.2119)  0.59
H (-1.3637, -0.1570, 3.6379)  0.20
H (-2.8992, -0.1701, 4.4988)  0.50
H (-2.5036, 1.2090, 3.4956)  0.34
C (3.7857, -2.4702, 0.2707)  -1.32
N (3.1819, -1.6522, -0.8089)  0.43
C (4.2854, -0.8049, -1.3133)  -1.32
C (2.8186, -2.6323, -1.8753)  -1.23
C (2.1557, -2.0827, -3.1423)  -1.10
N (0.7934, -1.6112, -2.8909)  0.88
C (0.3040, -0.6740, -3.9105)  -1.53
C (-0.1226, -2.7574, -2.8833)  -2.23
H (4.6518, -3.0253, -0.1142)  0.56
H (3.0682, -3.2011, 0.6521)  0.31
H (4.1467, -1.8386, 1.0870)  0.26
H (5.0892, -1.4260, -1.7258)  0.44
H (4.7174, -0.2185, -0.5030)  0.57
H (3.9596, -0.1217, -2.0943)  0.25
H (2.1541, -3.3774, -1.4275)  0.45
H (3.7368, -3.1441, -2.1945)  0.54
H (2.1520, -2.9134, -3.8672)  0.50
H (2.7621, -1.2857, -3.5834)  0.47
H (1.1127, -0.0926, -4.3482)  0.55
H (-0.4226, -0.0056, -3.4445)  0.31
H (-0.1835, -1.2043, -4.7330)  0.43
H (-0.1057, -3.2786, -3.8482)  0.59
H (-1.1328, -2.4008, -2.7018)  0.64
H (0.1354, -3.4676, -2.0992)  0.31
N (3.8320, 1.6694, 3.1532)  0.02
C (4.3146, 2.9504, 2.8089)  0.00
C (4.6792, 3.8384, 3.8078)  -0.80
C (5.1503, 5.1022, 3.4761)  -0.72
C (5.2487, 5.4836, 2.1515)  -0.74
C (4.8648, 4.6063, 1.1415)  -0.77
C (4.4059, 3.3489, 1.4811)  1.08
S (3.9458, 2.1754, 0.2060)  -0.30
N (3.0631, 0.9649, 1.0436)  0.05
C (3.1625, 0.8320, 2.3383)  0.52
C (2.5010, -0.3527, 2.9282)  0.86
C (2.5610, -0.6426, 4.2937)  -0.94
C (1.9315, -1.7744, 4.7840)  -1.01
C (1.2800, -2.6087, 3.8869)  -1.14
C (1.2826, -2.2704, 2.5413)  -0.67
N (1.8584, -1.1637, 2.0609)  1.11
H (3.9151, 1.4537, 4.1343)  0.12
H (4.6127, 3.5382, 4.8436)  0.44
H (5.4408, 5.7851, 4.2603)  0.43
H (5.6334, 6.4591, 1.8964)  0.45
H (4.9503, 4.8915, 0.1050)  0.49
H (3.0810, -0.0069, 4.9910)  0.61
H (1.9543, -1.9984, 5.8391)  0.51
H (0.7840, -3.5020, 4.2279)  0.57
H (0.7921, -2.9143, 1.8173)  0.67
O (0.1410, 0.7698, 1.3814)  0.80
C (0.0975, 2.1508, 1.0594)  -1.80
C (0.7743, 2.4055, -0.2632)  0.88
C (0.9714, 3.7015, -0.7330)  -0.89
C (1.5868, 3.8995, -1.9576)  -1.06
C (1.9682, 2.7803, -2.6897)  -1.49
C (1.7633, 1.5291, -2.1386)  -0.42
N (1.1831, 1.3292, -0.9473)  2.24
H (-0.8022, 0.4449, 1.4302)  -0.54
H (0.6050, 2.7186, 1.8560)  0.61
H (-0.9395, 2.5049, 1.0031)  0.37
H (0.6445, 4.5425, -0.1423)  0.66
H (1.7676, 4.8944, -2.3351)  0.58
H (2.4222, 2.8868, -3.6627)  0.61
H (2.0473, 0.6335, -2.6713)  0.10



Record 3
2 unconnected molecules or ions with the total composition C3H9N2P at a distorted geometry, computed with ωB97M-V with the def2-TZVPD basis set.

* DFT total energy: -15519.6139 eV
* orbital gap (alpha / beta): 8.14 / 7.96 eV
* highest occupied orbital energy (alpha / beta): -7.28 / -8.46 eV
* LUMO level (alpha / beta): 0.9 / -0.5 eV
* <S²>: 2.01
* spin multiplicity: 3
* relative energy (zero: lowest compared OMol25 entry of this formula, charge and spin): 45.8 kcal per mole

Last column: Mulliken charge in e.
CARTESIAN COORDINATES (ANGSTROEM)
C (0.1321, -0.1167, 0.5197)  0.29
C (0.6479, -0.6290, 1.7601)  -1.12
C (-2.2947, 1.0055, -0.3390)  -0.74
N (-1.7876, 0.4219, 0.8380)  -0.31
N (1.9939, -0.9111, -1.2117)  -0.55
P (1.1536, 0.5536, -0.8399)  0.12
H (-0.0249, -0.8896, 2.5605)  0.35
H (1.2543, -1.4762, 1.5151)  0.35
H (1.2714, 0.0763, 2.2413)  0.31
H (-2.2259, 2.0780, -0.4355)  0.31
H (-3.3039, 0.8276, -0.5078)  0.37
H (-1.8186, 0.6192, -1.2688)  0.20
H (2.9630, -0.7778, -1.0107)  0.24
H (1.9616, -1.2950, -2.1342)  0.24
H (0.0780, 0.5131, -1.6869)  -0.06



Record 4
A molecular structure, C7H15ISi at a distorted geometry, computed with ωB97M-V with the def2-TZVPD basis set.

* DFT total energy: -23475.7907 eV
* orbital gap (alpha / beta): 5.93 / 7.26 eV
* highest occupied orbital energy (alpha / beta): -5.35 / -9.38 eV
* LUMO level (alpha / beta): 0.6 / -2.1 eV
* <S²>: 2.01
* spin multiplicity: 3

Last column: Mulliken charge in e.
CARTESIAN COORDINATES (ANGSTROEM)
C (-0.4484, -1.4118, -0.4646)  -0.34
C (-0.8987, -0.1182, -0.2864)  -0.04
C (-1.3527, -3.2358, 0.8347)  -0.92
C (-0.4493, 1.9452, 1.7505)  -1.06
C (1.9854, 1.3580, -0.4210)  -0.94
C (-0.5208, 2.8832, -1.1835)  -1.18
C (-1.1500, -2.6817, -0.5968)  -0.49
Si (0.1014, 1.5146, -0.0202)  0.31
I (-2.9570, 0.1775, -0.0382)  0.06
H (0.6671, -1.4343, -0.3217)  0.26
H (-2.1978, -3.9044, 0.9927)  0.35
H (-0.3701, -3.5600, 1.2545)  0.30
H (-1.6629, -2.3132, 1.5083)  0.22
H (0.2109, 2.8119, 1.9561)  0.31
H (-1.4857, 1.8805, 1.8729)  0.38
H (0.1069, 1.1798, 2.2144)  0.30
H (2.3280, 2.4174, -0.1202)  0.28
H (2.7001, 0.6285, 0.2130)  0.29
H (2.0928, 1.2334, -1.5488)  0.29
H (-0.5577, 2.5870, -2.1693)  0.43
H (-1.4495, 3.2714, -0.9419)  0.39
H (0.2378, 3.6989, -1.2935)  0.29
H (-2.1898, -2.5923, -1.0883)  0.24
H (-0.7326, -3.5662, -1.1388)  0.27